Density functional theory data (ωB97M-V/def2-TZVPD) for a molecular structure, C25H36N5S5Sb2Ti in a non-equilibrium geometry.

total charge	-1
ΔE to the lowest compared entry with this formula, charge and spin	1.3767	eV
Kohn-Sham gap (spin up / spin down)	5.455 / 5.461	eV
highest occupied orbital energy (spin up / spin down)	-0.1196 / -0.1200	Eh

Last column: Mulliken charge in e.
Element x y z (Å)
1 N -2.37482 1.44103 1.32865  1.077
2 C 1.06912 -3.04382 -2.72301  -1.164
3 H 3.66934 -1.60606 -1.94917  0.242
4 S -4.20519 -0.26650 -4.32819  -0.709
5 Sb 0.67036 -0.04948 -2.10579  0.485
6 S -2.13985 -1.85582 -1.39273  -0.565
7 H 3.84409 1.78938 -0.38246  0.460
8 H 2.58935 1.52514 5.02598  0.382
9 C 0.45785 1.55052 -3.64078  0.315
10 H 0.05977 0.35171 -5.41370  0.242
11 H 3.02614 -1.46456 -4.00933  0.146
12 H 3.28128 0.71429 -2.58185  0.550
13 H 2.41591 1.31723 -4.57706  0.209
14 H 2.33747 1.17018 0.30006  0.205
15 C -2.04279 -2.78847 1.60662  -0.634
16 H -0.02912 -1.76534 -4.04455  0.541
17 H -1.37904 0.67013 -4.43236  0.012
18 Sb -3.68373 -0.17361 -2.12258  0.652
19 S -5.43845 -0.20462 -0.65142  -0.633
20 C -1.46787 1.71415 2.34970  0.491
21 C 3.55534 -0.85959 -1.16112  -1.182
22 H -1.23081 -3.07068 0.96546  0.321
23 H 0.47629 1.72235 4.04562  0.069
24 N 0.60616 0.98349 3.38210  -0.006
25 C 2.80378 0.36842 -1.66275  0.299
26 H 1.99477 -3.06391 -2.14203  0.190
27 C -4.42428 -0.37517 2.88587  -0.890
28 H -3.07864 4.27362 3.89761  0.406
29 H -4.18562 1.95933 0.45624  0.181
30 S 0.88825 -1.23314 1.36605  -0.033
31 C 2.81820 1.49043 -0.62769  -1.510
32 C 2.13348 -0.66190 2.48148  0.602
33 C -3.55519 -1.50837 2.48501  0.189
34 H -3.82633 0.45951 3.24499  0.114
35 H 1.90813 -0.67476 -5.12633  0.206
36 C 4.31480 -0.93781 3.46468  -0.881
37 N -3.70347 -2.74767 3.00361  -0.083
38 H 4.55912 -0.58234 -0.81551  0.472
39 Ti -1.76952 -0.01530 0.10093  0.170
40 C 1.78816 2.10017 -4.14764  -1.404
41 C 0.92397 -1.74351 -3.50968  0.234
42 H 1.07927 -3.90155 -3.40499  0.442
43 S -2.21825 1.65369 -1.53663  -0.724
44 H 2.28369 2.37528 -0.98483  0.339
45 C 2.80906 0.73094 4.32041  -0.700
46 H -5.10942 -0.68385 3.67664  0.463
47 C -0.32739 0.91672 2.33872  -0.132
48 H 2.11048 -2.42687 -5.17645  0.500
49 C -2.88214 3.47673 3.19148  -0.662
50 C 4.03165 0.08262 4.36127  -0.551
51 C -2.75014 -3.57323 2.45206  -0.850
52 C 1.83613 0.36644 3.38760  0.195
53 H -4.42792 -3.02142 3.63980  0.194
54 H -1.00692 3.00150 4.04995  0.269
55 H 4.77075 0.37910 5.09468  0.364
56 C -1.72750 2.75797 3.27964  -1.032
57 H -2.65875 -4.61346 2.70744  0.434
58 H 2.35042 2.58804 -3.34929  0.295
59 C -3.50207 2.19363 1.26014  -0.252
60 H 3.56377 -2.09410 1.81272  0.378
61 H -0.69471 1.95038 -5.41878  0.453
62 H -0.06205 2.33585 -3.09259  0.511
63 C -3.80015 3.18384 2.15269  -0.932
64 N -2.55311 -1.50268 1.62375  1.123
65 H 3.03396 -1.32671 -0.32625  -0.089
66 H 0.23094 -3.17458 -2.03880  0.171
67 C -0.43785 1.09465 -4.78544  -1.171
68 H 1.60247 2.84479 -4.92985  0.480
69 H 5.26629 -1.45202 3.49719  0.389
70 H -4.72482 3.73237 2.04563  0.435
71 C 3.36239 -1.29992 2.52238  -0.645
72 N -0.16445 0.09719 1.27522  0.867
73 C 2.05886 -1.55962 -4.50785  -1.325
74 H -4.99892 -0.04038 2.01945  -0.005

Forces on atoms 1 to 2 (eV/Å):
0.3784 0.0661 0.2320
-0.0542 0.0611 -0.0416

---

Density functional theory data (ωB97M-V/def2-TZVPD) for C4H8OS2 in the gas phase in a non-equilibrium geometry.

total charge	0
ΔE to the lowest compared entry with this formula, charge and spin	3.9301	eV
Kohn-Sham gap (spin up / spin down)	6.544 / 6.545	eV
highest occupied orbital energy (spin up / spin down)	-0.2908 / -0.2908	Eh

Last column: Mulliken charge in e.
Element x y z (Å)
1 C -0.38538 -0.07581 -0.33490  0.194
2 H 1.31011 0.27286 -1.19121  0.335
3 H -1.54385 -0.24563 -0.39474  0.231
4 O 2.20545 1.63442 0.86268  -0.587
5 H -0.32480 -1.28769 1.35299  0.389
6 C 0.19803 -0.45262 0.95050  -0.681
7 C 0.04070 0.62542 2.13987  -0.903
8 H -0.14370 0.63149 -2.23881  0.381
9 S -0.13845 3.16133 0.46864  -0.416
10 H 1.25515 -0.52584 0.86557  0.344
11 H 0.47999 0.18966 2.97894  0.407
12 H -0.88953 1.10571 2.24678  0.474
13 C 0.29674 0.60980 -1.26448  -0.660
14 H 0.41004 1.79047 -0.74203  0.072
15 S 1.15328 2.18464 1.70961  0.420

Forces on atoms 1 to 2 (eV/Å):
-3.6852 -0.2567 1.8266
1.0574 0.6062 -0.3574

---

Density functional theory data (ωB97M-V/def2-TZVPD) for 2 unconnected molecules or ions with the total composition C3H3BrO in a non-equilibrium geometry.

total charge	0
ΔE to the lowest compared entry with this formula, charge and spin	3.2029	eV
Kohn-Sham gap	8.487	eV
highest occupied orbital energy	-0.3333	Eh

Last column: Mulliken charge in e.
Element x y z (Å)
1 C -1.31179 2.47012 -0.70567  0.172
2 C 0.15704 0.03995 0.44817  -0.069
3 C 1.04838 -1.14608 0.31497  -0.653
4 H 0.49537 -2.11990 0.04899  0.284
5 H 1.46742 -0.72768 -0.65104  0.266
6 Br -1.49486 -0.19471 -0.47080  -0.062
7 O -2.17821 2.87133 -0.03134  -0.209
8 H 1.81665 -1.19304 1.04671  0.269

Forces on atoms 1 to 2 (eV/Å):
-3.1665 2.5300 2.4378
0.2493 -0.2303 0.1929

---

Density functional theory data (ωB97M-V/def2-TZVPD) for a molecular structure, C29H43GeO2 in a non-equilibrium geometry.

total charge	+1
Kohn-Sham gap	6.378	eV
highest occupied orbital energy	-0.4186	Eh

Last column: Mulliken charge in e.
Element x y z (Å)
1 C -5.95513 -0.03101 2.20268  -1.285
2 C -1.61900 -1.34536 -4.29088  0.925
3 O 4.59301 4.34917 -1.11757  -0.499
4 C -0.60938 -2.04174 1.69057  -1.240
5 C 0.52652 -0.82676 -5.35939  -1.180
6 H -3.09876 -2.63057 -6.70267  0.280
7 H 4.66599 2.12473 -2.66564  0.424
8 H 4.59583 5.56199 0.59183  0.313
9 H -6.00991 0.23516 1.14528  0.309
10 C -0.50630 -2.72506 3.07174  -0.369
11 H 2.36120 4.91498 0.99860  0.228
12 H -6.00708 -1.11907 2.27615  0.326
13 H -4.64051 0.22541 3.89666  0.323
14 H 2.71041 0.60979 -2.93420  0.979
15 C 3.57144 3.51301 -1.44662  0.217
16 H 4.06526 -0.43187 0.05382  0.287
17 H -0.76104 1.44880 -1.58949  0.696
18 C 1.20766 3.10540 -1.12116  -0.608
19 Ge -0.51211 -0.06344 1.62750  1.046
20 C 4.00481 5.45525 -0.32729  -0.401
21 H 2.31933 1.22552 0.67023  -0.386
22 H -3.43013 -1.12734 2.19123  0.210
23 C -0.36624 -4.99706 4.27074  -1.317
24 C 2.59619 1.55106 -2.40623  -0.527
25 H 3.01415 -0.35482 3.20184  0.405
26 O -1.05984 -2.47048 -6.25182  -0.482
27 H 4.98821 -0.04192 1.51878  0.417
28 H -1.56442 -2.30278 1.21505  0.575
29 C 4.29418 0.36031 0.77456  -1.458
30 H -6.84184 0.37363 2.69004  0.385
31 H 0.58252 -4.75671 4.75322  0.322
32 C 3.02887 0.88364 1.43701  0.632
33 H -4.67686 1.60112 2.80120  0.318
34 H -1.92091 0.09768 3.70498  0.368
35 C -3.42394 -0.02844 2.12814  -0.454
36 H -2.12278 -0.23561 -2.53577  0.535
37 C 0.99013 0.33278 2.85672  -1.185
38 H -0.28207 0.51382 0.16415  -0.761
39 H -2.08134 1.58987 2.77940  0.570
40 H 0.99316 1.41239 3.04828  0.611
41 C -4.67704 0.50597 2.83799  -0.389
42 H 1.22914 -1.02093 -6.16158  0.440
43 H 0.26656 -4.56066 2.26164  0.318
44 C -0.12616 0.29726 -3.26507  0.508
45 H -1.47419 -4.55262 2.48180  0.308
46 C 2.35626 -0.15417 2.34199  -0.980
47 H -2.95322 -2.93487 -3.75880  0.267
48 C -0.66633 -1.56638 -5.31584  0.179
49 H -2.41294 -4.00577 -5.78529  0.292
50 H 0.24552 3.42186 -0.72134  0.420
51 H -3.71291 -1.61604 -4.67360  0.286
52 H 3.26511 1.77157 2.04211  0.319
53 H 2.24769 -1.11114 1.80870  0.281
54 H -3.49080 0.22344 1.05981  0.238
55 H -1.33580 -2.40082 3.72035  0.213
56 C 1.29956 1.92942 -1.92578  0.678
57 C 0.74634 0.13320 -4.39665  -0.648
58 C 2.53335 5.11293 -0.06685  -0.687
59 H 0.70983 -0.16356 3.79685  0.554
60 H -0.38455 -6.07569 4.11021  0.392
61 H -1.17021 -4.75871 4.96866  0.321
62 H 4.10433 6.37338 -0.92628  0.294
63 C -1.36582 -0.42131 -3.29693  -1.037
64 H 1.58882 0.80715 -4.51566  0.907
65 C -0.52948 -4.25652 2.94943  -0.421
66 H 4.80391 1.16139 0.23503  0.337
67 C 2.32583 3.88545 -0.88517  0.789
68 C 0.11286 1.18507 -2.18354  -0.507
69 H 1.86304 5.92081 -0.37524  0.336
70 H 0.18827 -2.40384 1.02740  0.527
71 H 0.41675 -2.41574 3.58488  0.237
72 C -2.09511 0.49519 2.69328  -0.941
73 C -2.42483 -2.91030 -5.87866  -0.344
74 C -2.80105 -2.21123 -4.56546  -0.617
75 C 3.69798 2.36071 -2.23410  -1.423

Forces on atoms 1 to 2 (eV/Å):
-0.0249 0.0360 0.0967
0.7232 0.5677 -0.0369

---

Density functional theory data (ωB97M-V/def2-TZVPD) for a molecular structure, C3H7NO2S in a non-equilibrium geometry.

total charge	0
ΔE to the lowest compared entry with this formula, charge and spin	3.7937	eV
Kohn-Sham gap	9.283	eV
highest occupied orbital energy	-0.3342	Eh

Last column: Mulliken charge in e.
Element x y z (Å)
1 S 2.18114 -0.51814 0.00289  -0.235
2 O -0.20853 0.89770 -2.25048  -0.534
3 H 0.16869 -0.83379 1.89888  0.237
4 C 1.12070 0.91136 0.19430  -0.558
5 C -0.31835 0.43872 0.00857  -0.018
6 H 0.88557 -1.55318 0.57933  0.208
7 H 1.19919 1.55070 1.24788  0.283
8 H -1.54779 -0.39597 1.55425  0.234
9 C -0.56866 0.04355 -1.47150  0.493
10 N -0.63837 -0.56376 1.04653  -0.827
11 H 1.29049 1.43780 -0.85661  0.382
12 H -1.36116 -1.43329 -0.60698  0.438
13 H -0.99049 1.19841 0.28121  0.424
14 O -1.21243 -1.18012 -1.62829  -0.528

Forces on atoms 1 to 2 (eV/Å):
-2.3238 -2.7334 1.6894
-1.0956 -2.0662 -0.5285